1.
Molecular formula: C37H58HfN5O7
Method: DFT, wB97M-V/def2-TZVPD

Net charge: +1
LUMO in eV: -4.796
Gap between HOMO and LUMO in eV: 5.40
Total energy in Ha: -2292.56152
Highest occupied orbital energy in hartree: -0.375
Multiplicity: 1

Each line ends with the Mulliken charge.
Cartesian coordinates (Å):
Hf  6.1516  14.7293  27.8382  1.242
C  6.8591  10.7980  26.9165  -1.430
C  7.8731  10.6837  28.0434  1.447
C  9.0769  9.8600  27.5418  -1.098
C  10.3189  9.8658  28.4297  -0.879
C  10.6661  11.3120  28.7773  -1.084
C  9.5190  12.1670  29.3382  1.696
N  8.3853  12.0124  28.4396  1.024
O  7.4406  12.9874  28.5679  -0.406
C  10.0808  13.5852  29.3212  -1.796
C  9.2870  11.6574  30.7801  -1.806
C  7.2269  9.9572  29.2474  -1.798
H  5.9068  11.2782  27.1497  0.234
H  6.5611  9.8309  26.5084  0.509
H  7.3161  11.3268  26.0768  0.075
H  9.4375  10.3325  26.6179  0.171
H  8.8863  8.8310  27.2331  0.451
H  11.1519  9.3383  27.9614  0.513
H  10.1295  9.2094  29.2854  0.372
H  11.0320  11.8182  27.8803  0.255
H  11.4510  11.3107  29.5351  0.442
H  9.5640  14.2961  29.9674  0.487
H  10.2002  13.9981  28.3166  -0.060
H  11.1173  13.6526  29.6668  0.452
H  9.3463  10.5770  30.8886  0.304
H  8.3250  11.9639  31.1954  0.355
H  10.0429  12.0685  31.4526  0.454
H  6.4716  9.2465  28.9010  0.499
H  6.7431  10.5786  30.0005  0.236
H  7.9055  9.3122  29.8077  0.303
C  2.6064  17.1836  30.3464  -1.781
C  2.4484  17.1787  28.8152  1.668
C  1.4993  18.2879  28.3654  -1.027
C  2.1253  19.6804  28.3434  -0.934
C  3.4488  19.7083  27.5859  -1.222
C  4.4361  18.6071  28.0316  1.751
N  3.7575  17.3193  28.1249  -0.064
O  4.6128  16.2797  28.1519  -0.470
C  5.2148  19.0492  29.2856  -1.505
C  5.4088  18.6683  26.8339  -1.008
C  1.7539  15.9001  28.3155  -1.878
H  1.8399  16.5787  30.8290  0.472
H  2.7341  18.1806  30.7649  0.326
H  3.5459  16.6989  30.6342  0.311
H  0.6849  18.4250  29.0827  0.406
H  0.9930  18.0860  27.4202  0.460
H  2.3242  20.0324  29.3603  0.322
H  1.4257  20.3996  27.9151  0.402
H  3.8117  20.7019  27.8532  0.433
H  3.2444  19.6918  26.5158  0.429
H  5.3398  20.1322  29.2969  0.367
H  6.2227  18.6430  29.3979  0.142
H  4.7204  18.7669  30.2152  0.303
H  6.2238  17.9424  26.9142  -0.553
H  5.8367  19.6602  26.7043  0.439
H  4.9000  18.3890  25.9088  0.519
H  0.7480  15.8680  28.7417  0.447
H  2.1632  14.9756  28.7301  0.346
H  1.6760  15.9484  27.2322  0.438
C  9.8477  17.1447  28.3561  -0.401
C  8.8445  16.9150  27.2422  0.902
C  9.5826  16.4446  25.9811  -1.727
O  7.8419  16.0383  27.6863  0.293
H  10.6183  17.7207  27.8346  0.311
H  10.2855  16.2139  28.7155  0.147
H  9.5023  17.7103  29.2197  -0.326
H  8.3867  17.8525  26.9079  0.314
H  10.1616  15.5316  26.1409  0.159
H  10.1657  17.1905  25.4431  0.473
H  8.8315  16.1558  25.2362  0.365
N  9.3133  18.3423  31.7796  0.019
C  8.3672  17.8340  32.6453  -0.525
C  7.2703  18.6608  32.6653  -0.355
C  7.6087  19.7931  31.8858  -0.532
C  8.8085  19.5313  31.3048  -0.573
H  10.2549  18.0048  31.7047  0.218
H  8.5107  16.8656  33.0975  0.412
H  6.3714  18.3746  33.1866  0.448
H  6.9520  20.6175  31.6594  0.480
H  9.4058  20.2045  30.7097  0.395
C  11.5998  12.2002  23.5975  -0.685
C  11.2559  12.2768  24.9434  -0.999
C  10.0459  12.8681  25.2644  0.805
C  9.1419  13.2120  24.2748  0.131
C  9.4314  12.9617  22.9346  -0.597
C  10.6841  12.4875  22.5891  -0.545
N  7.8373  13.7609  24.5879  0.374
O  7.4654  13.8142  25.7662  -0.151
O  7.1609  14.1780  23.6835  -0.593
H  12.5025  11.6760  23.3078  0.382
H  12.0347  12.0468  25.6563  0.434
H  9.7940  12.9768  26.3133  0.324
H  8.7632  13.2146  22.1245  0.500
H  10.9487  12.3724  21.5485  0.413
C  15.1218  18.5066  28.1368  -0.624
C  16.0451  19.3655  27.5326  -0.439
C  15.8222  19.7189  26.1970  -0.408
C  14.7460  19.1879  25.5080  -0.030
C  13.7643  18.4530  26.1528  -0.221
C  13.9407  18.1833  27.4889  -0.115
N  14.5256  19.6242  24.1366  0.975
O  15.2547  20.4252  23.5928  -0.584
O  13.4832  19.2465  23.6170  -0.596
H  15.3201  18.3489  29.1894  0.335
H  16.8863  19.6391  28.1516  0.386
H  16.4652  20.4011  25.6581  0.434
H  12.8836  18.0385  25.6875  0.529
H  13.2154  17.5674  28.0061  0.365

Cartesian forces (eV/Å) of the 6 atoms listed first:
5.212 3.242 0.868
0.040 0.251 -0.881
-0.177 -0.806 1.469
1.241 0.411 -1.088
-0.789 -0.165 0.491
0.252 -0.692 0.003

=====

2.
Molecular formula: C37H60F24N10O21
Method: DFT, wB97M-V/def2-TZVPD

ΔE to the lowest compared entry with this formula, charge and spin in kJ/mol: 0.00
LUMO in eV: 0.432
Gap between HOMO and LUMO in eV: 10.05
Total energy in Ha: -5970.57217
Highest occupied orbital energy in hartree: -0.354
Multiplicity: 1

Each line ends with the Mulliken charge.
Cartesian coordinates (Å):
C  4.3461  6.1653  22.5424  -1.390
C  3.1478  6.5537  23.3763  0.340
O  3.5119  7.9537  23.7698  -0.198
C  3.7455  8.1973  25.0467  0.397
O  3.8785  7.4543  25.9595  -0.559
C  4.0044  9.7614  25.2221  0.857
F  3.3463  10.1708  26.3302  -0.229
F  5.3092  9.8593  25.3723  -0.261
F  3.6908  10.5978  24.2167  -0.247
H  4.2402  5.1085  22.1476  0.363
H  5.2693  6.1147  23.1287  0.388
H  4.5042  6.8325  21.7172  0.295
H  3.0018  5.9882  24.3334  0.441
H  2.2809  6.6452  22.7809  -0.198
C  -1.1113  6.5520  24.0708  -0.583
C  -0.8923  5.5266  22.9797  -0.259
O  -2.1963  5.0362  22.5836  -0.254
C  -2.8544  5.7532  21.7454  0.263
O  -2.5713  6.8702  21.3557  -0.360
C  -4.3431  5.1161  21.3282  0.613
F  -4.2435  3.7905  21.1618  -0.272
F  -5.2417  5.3543  22.2874  -0.205
F  -4.7699  5.6993  20.2352  -0.237
H  -0.2545  7.1093  24.2948  0.337
H  -1.3491  6.0380  24.9874  0.214
H  -1.9117  7.2699  23.8062  0.168
H  -0.4042  4.6181  23.3071  0.329
H  -0.3752  6.0105  22.0896  0.160
C  -4.5575  9.1109  29.6417  -1.457
C  -3.2112  9.1320  29.1665  0.020
O  -2.7565  10.4252  28.5358  0.347
C  -2.1325  11.2426  29.3367  0.147
O  -2.0491  11.1575  30.5256  -0.552
C  -1.4443  12.3867  28.5446  0.801
F  -0.3097  11.8791  28.0617  -0.198
F  -2.2007  12.7625  27.4960  -0.267
F  -1.1031  13.4440  29.2744  -0.263
H  -4.7129  9.7286  30.4946  0.476
H  -4.7321  8.0684  29.9939  0.337
H  -5.3431  9.3890  28.9607  0.213
H  -3.0750  8.4130  28.3401  -0.139
H  -2.4920  8.9292  29.9516  0.713
C  7.9154  20.9612  23.2016  -1.166
C  7.8035  19.5082  23.5756  -0.183
O  6.7159  18.9723  22.7304  -0.216
C  6.5073  17.6709  22.8377  0.265
O  7.2763  16.8476  23.2736  -0.538
C  5.2097  17.3995  22.1631  1.043
F  5.4640  17.0486  20.8564  -0.280
F  4.5861  16.3777  22.7006  -0.260
F  4.3706  18.4028  22.1455  -0.261
H  6.9233  21.4169  23.1888  0.313
H  8.3518  20.9949  22.2234  0.314
H  8.5910  21.5224  23.8705  0.374
H  7.5226  19.4640  24.6275  0.291
H  8.7887  18.9531  23.5118  0.307
C  -9.6116  8.6944  24.3840  -1.089
C  -9.3095  9.7825  23.3932  -0.239
O  -8.0881  9.3178  22.7236  -0.226
C  -7.2000  10.1924  22.2633  0.184
O  -7.2849  11.3726  22.2800  -0.647
C  -6.0063  9.4961  21.5600  1.119
F  -4.8737  9.9885  22.0012  -0.212
F  -6.0138  8.1785  21.7982  -0.283
F  -6.1850  9.7453  20.2520  -0.265
H  -9.3818  7.7732  23.8908  0.310
H  -10.6710  8.6564  24.7011  0.366
H  -8.9829  8.7450  25.2620  0.232
H  -9.1690  10.7709  23.7953  0.325
H  -10.0725  9.8456  22.5793  0.314
C  0.6027  15.7418  22.6938  -1.103
C  1.3071  14.3999  22.4287  -0.400
O  0.3329  13.3713  22.7192  0.014
C  0.5975  12.1295  22.5238  0.507
O  1.5574  11.6153  21.9021  -0.694
C  -0.3972  11.1604  23.0999  0.566
F  -1.3520  11.7602  23.7928  -0.156
F  -0.9835  10.4509  22.1479  0.049
F  0.2013  10.3333  23.9888  -0.127
H  0.4325  15.9722  23.7397  0.372
H  -0.2310  15.7802  22.0502  0.052
H  1.3252  16.4274  22.3212  0.398
H  2.1295  14.3221  23.1164  0.437
H  1.4832  14.3275  21.3649  0.224
C  -1.9868  4.7575  29.6753  -0.999
C  -0.6484  4.8755  29.0192  -0.403
O  -0.6616  6.0254  28.1762  -0.090
C  -0.1932  7.1994  28.7197  0.180
O  0.2585  7.3608  29.7692  -0.494
C  -0.0711  8.2175  27.5681  0.555
F  0.8757  7.6647  26.7915  -0.151
F  -1.1973  8.3076  26.8127  0.032
F  0.3460  9.3398  28.0874  -0.213
H  -2.0546  5.5002  30.4402  0.301
H  -2.1616  3.7921  30.1269  0.421
H  -2.8618  4.8536  29.0218  0.162
H  -0.3943  4.0148  28.3592  0.285
H  0.2290  4.9892  29.6052  0.389
C  -4.7479  13.3418  19.9675  -1.662
C  -4.0262  13.5023  21.2798  1.472
O  -4.5662  14.6412  22.0074  -0.344
C  -3.9630  15.7637  21.8085  0.264
O  -3.0569  15.9261  21.0734  -0.471
C  -4.4645  16.9692  22.6838  0.789
F  -5.7925  16.8792  22.9332  -0.248
F  -3.8030  17.0233  23.8133  -0.228
F  -4.2530  18.0882  21.9824  -0.242
H  -4.4177  14.1473  19.3428  0.488
H  -5.8240  13.3874  20.1141  0.413
H  -4.4319  12.4010  19.5511  0.314
H  -2.9421  13.6995  21.1592  -0.364
H  -4.0816  12.6298  21.9257  -0.245
C  -0.6331  14.3622  19.0087  0.550
O  0.3701  13.6727  19.3357  -0.669
N  -1.8597  13.8187  18.6388  -0.190
N  -0.5776  15.7344  19.2046  -0.427
H  -2.0600  12.8791  18.8645  0.143
H  -2.6220  14.4840  18.4937  0.262
H  -1.4025  16.2808  19.4296  0.235
H  0.3129  16.0914  19.5322  0.250
C  -5.1916  10.8884  25.1842  0.472
O  -6.0051  9.9840  25.0280  -0.803
N  -5.1638  12.0378  24.4153  -0.261
N  -4.2790  10.7236  26.1281  0.174
H  -5.7690  11.9490  23.6450  0.160
H  -4.3626  12.5285  24.2531  0.242
H  -4.4739  9.9992  26.7802  -0.112
H  -3.5751  11.3966  26.4694  -0.011
C  -4.5017  6.5010  25.6909  0.102
O  -4.1760  7.0314  26.7631  -0.524
N  -4.4145  5.1103  25.4505  -0.331
N  -4.9872  7.1910  24.5928  0.324
H  -3.8916  4.5724  26.1008  0.289
H  -4.4403  4.8267  24.5012  0.109
H  -5.3030  8.1271  24.8580  -0.105
H  -5.7885  6.7973  24.1570  0.233
C  -1.2678  10.3464  18.9630  0.491
O  -2.2696  10.9862  19.2442  -0.597
N  -1.3172  8.9440  18.9756  -0.324
N  -0.0374  10.8377  18.5153  -0.164
H  -0.5454  8.4964  18.6151  0.282
H  -1.8690  8.3843  19.6891  0.099
H  0.0653  11.8553  18.4122  0.063
H  0.7958  10.2967  18.3661  0.140
C  1.9365  8.4148  19.9466  0.206
O  1.6542  7.9656  18.8758  -0.651
N  1.1887  8.4284  21.0927  0.490
N  3.1912  9.0028  20.2191  -0.328
H  1.3865  9.2016  21.7169  -0.228
H  0.1627  8.4211  20.9822  -0.041
H  3.7780  9.0559  19.4215  0.275
H  3.1863  9.8288  20.6683  0.140

Cartesian forces (eV/Å) of the 6 atoms listed first:
0.210 -2.586 0.108
2.166 0.782 1.415
-1.141 -0.522 0.213
-0.003 1.731 -1.262
-0.163 -0.541 0.498
-0.814 -0.744 0.107

=====

3.
Molecular formula: C37H60N7RuSi2
Method: DFT, wB97M-V/def2-TZVPD

ΔE to the lowest compared entry with this formula, charge and spin in kJ/mol: 31.25
LUMO (spin up / spin down) in eV: 0.428 / -1.163
Gap between HOMO and LUMO (spin up / spin down) in eV: 5.86 / 5.08
Total energy in Ha: -2502.96888
Highest occupied orbital energy (spin up / spin down) in hartree: -0.200 / -0.229
Multiplicity: 6

Each line ends with the Mulliken charge.
Cartesian coordinates (Å):
Ru  0.5527  0.1882  -0.0973  0.656
C  -2.2349  1.8365  0.9162  -1.282
C  -2.3855  0.3089  1.0784  1.613
N  -1.1282  -0.3561  1.4555  0.689
C  -0.7392  -0.0861  2.8573  -0.964
C  0.7678  0.1303  3.0752  -0.867
N  1.3753  0.9347  2.0233  0.103
C  1.2421  2.3888  2.0512  -0.289
C  -0.1802  2.8893  1.8069  -1.083
N  -0.8518  2.2614  0.6561  -0.034
H  -2.6163  2.3530  1.8011  0.341
H  -2.8716  2.1438  0.0857  0.521
H  -2.6922  -0.1478  0.1386  -1.816
H  -3.1825  0.1021  1.8023  0.575
H  -1.2749  -1.3545  1.3040  -0.720
H  -1.0703  -0.8989  3.5096  0.470
H  -1.2826  0.7987  3.1882  0.408
H  1.2733  -0.8367  3.0653  0.400
H  0.9127  0.5647  4.0737  0.305
H  2.3543  0.7032  1.8993  0.059
H  1.8777  2.7628  1.2515  0.006
H  1.6004  2.8128  2.9990  0.436
H  -0.1269  3.9744  1.6792  0.541
H  -0.7920  2.7250  2.6933  0.314
H  -0.8144  2.8762  -0.1448  0.320
C  0.8239  3.0045  -3.0866  -1.416
C  1.0797  1.6889  -3.8314  -0.118
C  -0.1271  0.7598  -3.7117  -0.840
C  2.4259  1.0788  -3.4598  0.450
C  3.3109  0.7698  -4.4799  -0.975
C  4.6234  0.3887  -4.2252  -1.164
C  5.0779  0.4102  -2.9135  -0.888
C  4.2321  0.6885  -1.8498  1.319
C  4.8462  0.8645  -0.4696  0.083
C  4.5509  2.2592  0.0871  -1.316
C  4.5075  -0.2257  0.5489  -0.988
C  2.8442  0.9085  -2.1001  0.267
N  1.9510  0.9558  -1.0871  -0.292
H  -0.0594  3.5025  -3.4943  0.515
H  1.6744  3.6818  -3.1838  0.404
H  0.6681  2.8167  -2.0254  -0.161
H  1.1650  1.9446  -4.8925  0.618
H  -0.3086  0.4764  -2.6715  -0.452
H  0.0177  -0.1521  -4.2890  0.316
H  -1.0238  1.2615  -4.0845  0.689
H  2.9724  0.8646  -5.5070  0.419
H  5.2997  0.1715  -5.0435  0.484
H  6.1282  0.2262  -2.7063  0.382
H  5.9283  0.8149  -0.6267  0.522
H  3.4785  2.4302  0.1197  -0.162
H  4.9887  3.0277  -0.5518  0.432
H  4.9613  2.3754  1.0940  0.449
H  3.4296  -0.3999  0.6037  -0.465
H  4.8713  0.0589  1.5399  0.567
H  4.9826  -1.1753  0.2898  0.364
C  -0.4466  -5.2289  -1.0408  -0.964
Si  -1.1811  -4.0071  0.1992  0.325
C  -2.4645  -4.9523  1.2053  -1.251
C  0.2327  -3.5000  1.3700  -0.786
C  -1.8954  -2.5084  -0.5654  1.139
Si  -3.3903  -2.3050  -1.5792  0.442
C  -3.3200  -3.3087  -3.1804  -1.182
C  -3.6197  -0.4846  -2.0733  -1.074
C  -4.9403  -2.8606  -0.6616  -1.211
H  -0.2199  -6.1866  -0.5616  0.407
H  0.4815  -4.8409  -1.4660  0.166
H  -1.1349  -5.4220  -1.8673  0.299
H  -2.0040  -5.7645  1.7747  0.331
H  -3.2254  -5.3974  0.5585  0.311
H  -2.9728  -4.2874  1.9076  0.366
H  0.9943  -4.2833  1.4280  0.505
H  -0.1220  -3.3206  2.3911  0.343
H  0.7312  -2.5979  1.0017  -0.230
H  -1.1820  -1.6678  -0.5233  -0.345
H  -2.6529  -2.8430  -3.9121  0.293
H  -4.3098  -3.3784  -3.6417  0.413
H  -2.9609  -4.3252  -3.0008  0.323
H  -2.6744  0.0604  -2.0288  0.070
H  -4.3370  0.0210  -1.4209  0.367
H  -3.9945  -0.3995  -3.0967  0.402
H  -4.9367  -3.9407  -0.4935  0.316
H  -5.8437  -2.6179  -1.2290  0.365
H  -5.0085  -2.3735  0.3140  0.334
N  4.6097  -2.9825  -5.2625  0.159
C  4.9259  -3.3514  -6.5505  0.773
C  6.1184  -3.3501  -7.2668  -1.094
C  6.0576  -3.8000  -8.5714  -0.404
C  4.8509  -4.2353  -9.1431  -0.487
C  3.6709  -4.2285  -8.4270  -0.754
C  3.7101  -3.7741  -7.1093  0.406
N  2.6891  -3.6474  -6.1834  -0.708
C  3.2618  -3.1764  -5.1110  -0.335
C  2.5720  -2.8411  -3.8624  0.733
C  3.2583  -2.6559  -2.6696  -0.952
C  2.5581  -2.2376  -1.5544  -1.201
N  1.2525  -1.9755  -1.5546  2.085
C  0.5911  -2.2164  -2.6892  -0.455
C  1.1957  -2.6584  -3.8509  -1.108
H  5.2109  -2.5266  -4.5987  0.212
H  7.0501  -3.0165  -6.8281  0.396
H  6.9604  -3.8186  -9.1678  0.386
H  4.8522  -4.5810  -10.1684  0.383
H  2.7375  -4.5595  -8.8624  0.439
H  4.3263  -2.8087  -2.5888  0.423
H  3.0788  -2.0762  -0.6199  0.423
H  -0.4732  -2.0239  -2.6619  -0.094
H  0.6198  -2.8168  -4.7528  0.556

Cartesian forces (eV/Å) of the 6 atoms listed first:
0.355 0.750 -0.325
0.247 0.052 -0.134
0.107 -0.087 -0.051
-0.004 -0.154 0.154
0.010 0.011 0.049
-0.041 0.076 -0.212